(1)
C32H62FNO9 | ωB97M-V with the def2-TZVPD basis set

Element x y z (Å)
C 7.30703 1.13720 0.98634
C 6.45024 1.10126 -0.29023
O 5.81887 2.35352 -0.58792
C 4.68858 2.56877 0.10642
O 4.36491 1.94154 1.09740
C 3.76538 3.65085 -0.42430
C 2.65216 2.93288 -1.21981
C 1.73662 3.90776 -2.02812
N 0.54402 4.20412 -1.21428
C -0.66232 4.09357 -1.97323
O -0.74439 4.42424 -3.13839
O -1.67277 3.55769 -1.26896
C -2.96564 3.86720 -1.80407
O -3.86369 3.90598 -0.73649
C -4.65026 2.78096 -0.60324
C -4.24015 1.49360 -0.85879
C -5.11410 0.45810 -0.66013
C -6.38557 0.64065 -0.18608
C -6.77843 1.94288 0.06887
C -5.92527 2.99101 -0.14015
C 0.61663 5.46524 -0.50470
C 0.06028 5.31774 0.91434
F -0.02314 6.50760 -1.15951
H 7.85205 2.08229 1.02398
H 7.99923 0.29138 0.99987
H 6.62716 1.02984 1.83394
H 7.14753 0.90112 -1.11046
H 5.75488 0.25762 -0.28611
H 3.31777 4.21790 0.39315
H 4.29032 4.30916 -1.12437
H 2.03688 2.26683 -0.61142
H 3.15888 2.29824 -1.96339
H 2.34487 4.80251 -2.19854
H 1.51092 3.40042 -2.96306
H -2.99348 4.84935 -2.28228
H -3.21880 3.13272 -2.57327
H -3.23146 1.32046 -1.22020
H -4.82523 -0.56747 -0.86923
H -7.06071 -0.18934 -0.01868
H -7.77970 2.09010 0.46226
H -6.28691 3.98435 0.10612
H 1.66880 5.74974 -0.40454
H 0.29766 6.19539 1.52001
H -1.02942 5.22377 0.85734
H 0.46722 4.40408 1.34813
C -8.83337 -3.40907 3.09944
C -8.48635 -3.58233 1.63035
O -7.23210 -3.03279 1.26974
C -6.09883 -3.56303 1.93383
C -5.90400 -5.05455 1.72040
H -8.82507 -2.35202 3.37059
H -9.82435 -3.81629 3.30421
H -8.12269 -3.92011 3.75029
H -9.22846 -3.05966 1.02575
H -8.53713 -4.63764 1.34031
H -6.13897 -3.32412 3.00228
H -5.23742 -3.02934 1.53061
H -6.73791 -5.63740 2.11387
H -4.99551 -5.39139 2.22120
H -5.81982 -5.27892 0.65573
C -8.27309 -0.63204 -4.31848
C -6.88534 -0.02123 -4.22238
O -5.91786 -0.88587 -3.65700
C -5.68477 -2.10428 -4.33882
C -5.20063 -1.92626 -5.76805
H -8.61914 -0.94634 -3.33215
H -8.97855 0.09488 -4.72312
H -8.29032 -1.50918 -4.96721
H -6.92520 0.85171 -3.56913
H -6.54929 0.33813 -5.20162
H -6.58063 -2.73465 -4.30674
H -4.91834 -2.62778 -3.76553
H -5.93592 -1.41238 -6.38850
H -5.00061 -2.89759 -6.22242
H -4.28327 -1.33550 -5.78840
C 3.09392 -2.24955 -2.08427
C 3.55020 -3.39450 -1.19478
O 4.21937 -2.97437 -0.02048
C 3.47544 -2.15175 0.86304
C 2.21110 -2.80575 1.39315
H 3.94436 -1.62784 -2.37096
H 2.62242 -2.63755 -2.98818
H 2.37085 -1.60505 -1.58211
H 4.26399 -4.00942 -1.74402
H 2.70871 -4.04842 -0.94042
H 3.24915 -1.19184 0.38544
H 4.13834 -1.92958 1.69995
H 1.50662 -3.04339 0.59474
H 1.70837 -2.13941 2.09502
H 2.45151 -3.73816 1.90689
C 11.74514 -0.93679 5.00983
C 10.71267 -0.06985 4.30892
O 9.99378 -0.74416 3.29258
C 9.24268 -1.87507 3.69708
C 8.17667 -1.56517 4.73418
H 12.45750 -1.33950 4.28783
H 12.28995 -0.35085 5.75121
H 11.28704 -1.78213 5.52508
H 11.22053 0.76048 3.81721
H 10.02121 0.37436 5.03348
H 9.91125 -2.66830 4.04986
H 8.76194 -2.25525 2.79484
H 8.60598 -1.18671 5.66286
H 7.60856 -2.46553 4.97142
H 7.48825 -0.80671 4.35731

Atoms 1-2, force components in eV/Å:
-1.01 -0.16 -0.17
1.71 -0.73 0.07

Properties
calculated total energy = -56822.6487 eV
charge = 0

Mulliken atomic charge list, values in e, 6 entries: atom 1 (C): -1.04, atom 2 (C): -0.01, atom 3 (O): -0.37, atom 4 (C): 0.30, atom 5 (O): -0.59, atom 6 (C): -0.30



(2)
C32H63BFN4O8P2S3 | ωB97M-V with the def2-TZVPD basis set

Element x y z (Å)
C -1.99847 2.64247 2.26547
C -0.73183 3.17188 1.59889
N -0.30741 2.31651 0.46626
C 0.86387 2.94012 -0.23405
C 2.15582 2.09232 -0.33096
C 2.40909 0.94389 0.64719
C 1.47108 -0.28498 0.51164
C 0.57735 -0.39282 -0.72328
S 1.12896 -1.63422 -1.95743
C 1.07820 -0.68868 -3.41255
N 0.83433 -1.12473 -4.59839
N 0.90244 -0.02116 -5.42955
C 1.18212 0.98581 -4.70056
O 1.32087 0.63528 -3.38448
O 3.77919 0.56338 0.53951
C 4.22080 -0.04116 -0.67478
C 5.12209 0.89773 -1.47811
C 5.91715 0.15798 -2.55274
F 4.33515 1.82944 -2.16621
P 5.25835 -1.53742 -0.17505
C 6.68321 -0.73561 0.69836
C 4.37647 -2.35830 1.22221
C 3.63300 -3.59569 0.71339
C 2.32787 1.37461 2.15322
O 2.87497 0.30515 2.85763
C 2.96009 0.34275 4.26210
S 4.57327 1.05680 4.83909
C 2.98962 -1.15441 4.70004
C 1.87377 -1.99485 4.08579
C 2.14615 -3.46625 4.37816
O 1.32878 -4.26177 3.52390
C 0.41913 -5.07945 4.22229
B 1.73355 0.97151 5.07482
O 1.92456 1.59038 6.29351
O 0.46496 0.82354 4.57877
P 3.13419 3.03154 2.44459
S 5.02016 3.24914 2.03656
C -1.43085 2.26387 -0.43259
C -1.96311 3.51965 -1.09050
O -1.96941 1.20908 -0.66051
H -1.95330 1.55657 2.28398
H -2.04103 2.97006 3.30002
H -2.90914 2.97499 1.77536
H 0.04869 3.18452 2.35348
H -0.88390 4.21153 1.29668
H 0.55519 3.14862 -1.25988
H 1.03062 3.92296 0.19686
H 3.00809 2.76560 -0.29494
H 2.17827 1.67983 -1.33181
H 0.83062 -0.34999 1.38456
H 2.08561 -1.17990 0.55845
H 0.38426 0.52901 -1.24499
H -0.39064 -0.75824 -0.40646
H 1.30779 2.01374 -4.97231
H 3.42448 -0.32897 -1.36147
H 5.80219 1.41278 -0.80666
H 6.90531 -0.13209 -2.22095
H 5.35352 -0.66682 -2.97446
H 6.06232 0.87603 -3.35836
H 6.29759 0.00143 1.40393
H 7.12590 -1.52802 1.29305
H 7.39811 -0.30803 0.01040
H 5.14611 -2.70662 1.91026
H 3.71344 -1.69446 1.77091
H 4.27532 -4.15406 0.03770
H 3.35869 -4.26440 1.52584
H 2.73619 -3.34201 0.15094
H 1.25607 1.49614 2.32525
H 4.82392 0.25517 5.88411
H 3.96748 -1.54623 4.42822
H 2.92933 -1.17113 5.78990
H 0.93569 -1.74080 4.57354
H 1.83766 -1.89033 3.00952
H 1.94871 -3.70087 5.42241
H 3.18462 -3.70728 4.14856
H -0.17858 -4.50851 4.93583
H 0.91928 -5.91135 4.72060
H -0.26603 -5.49954 3.49155
H 2.11409 2.52867 6.19838
H -0.08654 1.49695 4.99446
H 2.92094 3.26643 3.82480
H 2.37850 4.01946 1.79644
H -1.58923 4.44637 -0.67371
H -3.04476 3.47268 -1.06993
H -1.66704 3.49474 -2.13829
C -6.48251 -1.50432 -5.05424
C -7.17940 -1.05396 -3.75225
C -7.48698 0.44900 -3.79988
C -6.23988 1.32955 -3.70158
C -5.39682 0.99623 -2.46775
C -5.04232 -0.48943 -2.31691
N -6.31141 -1.30285 -2.53017
O -6.95435 -1.39844 -1.53484
C -3.94182 -0.89956 -3.31530
C -4.44923 -0.74774 -0.93972
C -8.46606 -1.87210 -3.67387
H -7.22822 -1.65601 -5.82985
H -5.78401 -0.77164 -5.44884
H -5.95433 -2.44852 -4.92169
H -8.16995 0.70417 -2.98255
H -8.01888 0.64999 -4.72870
H -5.63602 1.24076 -4.60662
H -6.55083 2.37364 -3.64988
H -4.46243 1.55502 -2.49114
H -5.93932 1.32621 -1.57539
H -3.79530 -1.98005 -3.31617
H -3.00118 -0.44258 -3.01708
H -4.13001 -0.57895 -4.33657
H -5.07482 -0.37961 -0.12639
H -3.49703 -0.22795 -0.88612
H -4.27219 -1.81268 -0.77869
H -8.24746 -2.93982 -3.63378
H -9.05862 -1.68178 -4.56378
H -9.08254 -1.61452 -2.81363

Atoms 1-2, force components in eV/Å:
0.33 -0.13 0.10
-0.36 -0.22 0.45

Properties
charge = +1
ΔE to the lowest compared entry with this formula, charge and spin = 0.000 eV

Mulliken atomic charge list, values in e, 6 entries: atom 1 (C): -1.67, atom 2 (C): -0.29, atom 3 (N): 1.32, atom 4 (C): -1.98, atom 5 (C): -1.64, atom 6 (C): 1.60



(3)
C32H63Br3Cl35FI2N5O5P2 | ωB97M-V with the def2-TZVPD basis set

Element x y z (Å)
C 3.45042 0.73831 0.86363
C 2.28675 -0.08219 0.15987
C 1.46074 -1.11681 0.99617
O 0.28401 -0.94639 1.74593
N -0.43367 0.18812 1.93921
C -0.57874 1.06553 0.70737
I -0.32486 3.22897 0.59951
C -0.80045 0.54804 -0.59751
C -0.93818 -0.95516 -0.95847
I -0.94446 1.79959 -2.39908
C 0.42062 0.88829 3.03192
C 1.12094 0.18256 4.20565
C 2.17547 -0.93718 4.33602
N 1.80869 -2.35143 4.16641
N 3.52358 -0.73449 3.73744
N 2.49045 -0.90231 5.83455
C -0.33361 2.06509 3.81210
F 0.50010 3.21688 3.73182
O -1.63556 2.37108 3.44304
C -2.51409 1.26009 3.13793
C -3.54595 2.05657 2.14556
Br -3.54722 4.03241 2.61453
C -5.08417 1.65940 2.29387
C -5.66347 1.75582 0.79341
Br -6.21138 2.97173 3.30727
P -3.29842 0.97910 4.86651
N -2.21396 0.43908 5.91024
O -4.57510 -0.10247 4.86745
O -3.80595 2.46849 5.52173
C -1.83211 -0.02409 2.51041
Cl -3.09616 -0.55022 1.24277
P -2.15010 -1.67953 3.49669
O -1.02733 -1.97790 4.67045
Br -1.77971 -3.46065 2.06756
H 4.35552 0.06642 0.90031
H 3.22369 1.15800 1.86855
H 3.72577 1.57486 0.15282
H 1.73207 0.67338 -0.45286
H 2.84316 -0.68723 -0.62305
H 2.25044 -1.67764 1.58725
H 1.21494 -1.93825 0.23918
H -1.03914 -1.66971 -0.10919
H -1.82242 -1.06631 -1.65396
H -0.03749 -1.22829 -1.58722
H 1.18728 1.44174 2.40637
H 1.68297 1.05082 4.69539
H 0.37494 -0.03061 5.03619
H 2.60602 -2.97839 4.17680
H 1.15442 -2.54051 3.41539
H 4.22958 -0.46977 4.41023
H 3.81390 -1.49482 3.13620
H 2.92351 -0.00696 6.07537
H 3.18473 -1.63811 5.99830
H -0.35973 1.90758 4.93038
H -3.16670 2.11643 1.09069
H -5.28957 0.60218 2.58726
H -6.77427 1.85965 0.76984
H -5.10852 2.50961 0.17858
H -5.41862 0.74312 0.33961
H -2.11082 1.13448 6.65871
H -5.42967 0.36603 4.95842
H -4.75629 2.35595 5.72141
H -1.40455 -2.13937 5.55107
C 1.37617 4.31190 -5.15432
Cl 2.23788 3.15291 -4.13886
Cl -0.37847 4.20314 -4.93177
H 1.69897 5.31436 -4.88651
H 1.61152 4.11378 -6.19677
C -0.42137 -4.00944 -3.02288
Cl 0.88264 -2.90449 -3.47350
Cl -0.01098 -5.67459 -3.43354
H -0.59087 -3.93846 -1.95081
H -1.32438 -3.72827 -3.55815
C -7.67457 -0.29704 -1.97830
Cl -6.54751 -1.00183 -0.80934
Cl -6.81288 0.45782 -3.32301
H -8.31658 -1.08357 -2.36597
H -8.27578 0.45727 -1.47708
C -4.10862 -5.21781 -0.84513
Cl -3.88616 -3.77758 -1.85218
Cl -3.44270 -6.65687 -1.62282
H -3.60598 -5.06643 0.10669
H -5.17265 -5.36650 -0.68140
C 7.12529 -0.21291 2.99262
Cl 6.31376 -1.67074 3.58327
Cl 6.62106 1.21990 3.89787
H 8.19942 -0.34030 3.10244
H 6.87448 -0.07167 1.94457
C 1.72961 -0.93931 -6.31743
Cl 1.00876 0.23791 -5.21025
Cl 2.02779 -0.22845 -7.90804
H 2.67250 -1.28006 -5.90164
H 1.04949 -1.78025 -6.42881
C -9.64383 5.23546 4.27735
Cl -8.76862 4.07328 5.28359
Cl -11.39029 5.08024 4.48801
H -9.34266 6.24096 4.55892
H -9.39704 5.05352 3.23449
C 2.13221 6.49868 3.62153
Cl 2.61966 7.55816 4.94817
Cl 3.53338 5.96559 2.68486
H 1.63194 5.62622 4.03474
H 1.45336 7.03863 2.96661
C 3.21604 -0.44981 -11.62456
Cl 2.37769 -1.88455 -11.02025
Cl 2.72265 1.00802 -10.75002
H 4.28649 -0.58949 -11.49971
H 2.98041 -0.32367 -12.67808
C 2.78492 -7.97832 -2.62128
Cl 3.27466 -6.86901 -1.33491
Cl 4.17209 -8.49915 -3.58376
H 2.31852 -8.85260 -2.17433
H 2.07910 -7.47339 -3.27078
C 1.88898 -7.90061 -6.93194
Cl 1.16722 -6.73657 -5.81182
Cl 2.19331 -7.16768 -8.51130
H 2.83170 -8.24894 -6.51720
H 1.20750 -8.73802 -7.05715
C 8.53720 -1.96430 6.99411
Cl 7.19291 -0.90611 6.54941
Cl 9.63003 -2.22024 5.62798
H 9.09205 -1.50562 7.80807
H 8.13992 -2.92447 7.31219
C 0.13900 -0.44777 -13.56312
Cl -1.47024 -0.96344 -14.07875
Cl 1.34377 -0.74702 -14.82394
H 0.11488 0.61692 -13.34491
H 0.41768 -1.00242 -12.66958
C 4.99188 -3.86343 -5.65656
Cl 4.76137 -5.49373 -5.01379
Cl 4.39797 -2.63428 -4.52900
H 6.05417 -3.70459 -5.82141
H 4.45358 -3.76795 -6.59643
C -6.53840 3.37531 -6.39596
Cl -5.67146 2.21764 -5.37814
Cl -8.28737 3.21196 -6.20686
H -6.24564 4.38224 -6.11094
H -6.27762 3.19433 -7.43524
C 5.14212 5.12837 6.71991
Cl 6.87682 4.93270 6.44726
Cl 4.39534 3.60509 7.22244
H 4.98868 5.86995 7.49930
H 4.67548 5.46112 5.79642
C -2.93311 5.32724 7.01052
Cl -2.11690 4.13107 8.02498
Cl -4.68510 5.28211 7.24240
H -2.56917 6.31735 7.27199
H -2.71142 5.11394 5.96757

Atoms 1-2, force components in eV/Å:
0.25 -0.22 -0.88
0.87 1.28 -0.49

Properties
charge = +1
ΔE to the lowest compared entry with this formula, charge and spin = 0.000 eV

Mulliken atomic charge list, values in e, 6 entries: atom 1 (C): -1.04, atom 2 (C): -0.19, atom 3 (C): -0.35, atom 4 (O): -0.38, atom 5 (N): 1.37, atom 6 (C): 0.10



(4)
C32H63N10O3 | ωB97M-V with the def2-TZVPD basis set

Element x y z (Å)
C -79.86592 18.86613 77.16526
C -80.05113 17.34601 77.16620
C -81.50708 16.99428 76.59207
N -81.78131 15.55738 76.29717
C -81.40992 14.67842 77.39733
C -80.87218 15.25706 75.03303
C -81.64520 14.00414 74.34634
C -83.06014 14.11313 74.88213
C -83.13422 15.33826 75.77748
H -79.05536 19.06114 77.81206
H -80.67357 19.49467 77.61327
H -79.73077 19.35575 76.12034
H -80.00771 17.09645 78.26289
H -79.31991 16.77635 76.66608
H -81.64371 17.47985 75.63315
H -82.32420 17.11066 77.27123
H -80.32057 14.64933 77.56360
H -81.77322 13.81048 77.30523
H -81.71919 15.06978 78.36771
H -79.73448 15.02567 75.17787
H -80.75697 15.92600 74.02148
H -80.98717 13.26585 74.76782
H -81.36030 14.21667 73.50452
H -83.31125 13.07470 75.29523
H -83.75801 14.19578 74.20993
H -83.72954 15.29174 76.60248
H -83.56462 16.08652 75.02590
C -82.77506 22.08744 77.62055
C -82.89662 20.82102 76.72740
N -83.00701 19.85474 76.12071
H -83.25094 22.82276 77.11032
H -83.47699 21.95900 78.46827
H -81.92092 22.26719 78.07797
C -76.60657 20.29833 82.24173
C -77.43193 20.04184 80.96912
N -78.13176 19.80209 80.11570
H -76.61815 21.45562 82.51724
H -76.59847 19.74688 83.09588
H -75.39597 20.16582 82.11205
C -77.59769 22.41632 77.30663
C -77.27680 21.28881 76.37539
N -76.97197 20.36494 75.73858
H -76.73619 22.17143 78.04524
H -77.21943 23.33815 76.98985
H -78.47258 22.41807 77.83969
C -77.55157 16.57052 80.33698
C -77.45654 16.06325 78.92871
N -77.36466 15.57668 77.83711
H -77.28779 15.63863 80.99358
H -76.80211 17.23088 80.44679
H -78.45688 17.11037 80.38029
C -85.44596 18.02923 78.22082
C -84.63856 16.93437 78.89358
N -84.04265 16.10807 79.49174
H -86.49573 17.91945 78.63808
H -85.10869 18.97430 78.63093
H -85.47541 18.03407 77.15247
C -87.09247 13.85614 79.29975
C -86.25790 13.52906 77.97337
N -85.49252 13.36565 77.12724
H -86.69061 14.77851 79.42390
H -88.18750 13.83550 78.93361
H -86.79576 12.93363 79.78450
C -76.70916 14.12124 74.97203
C -77.72121 13.95632 73.80816
N -78.47767 13.86010 72.99783
H -76.75137 15.02486 75.49802
H -76.86812 13.55034 75.91294
H -75.59309 14.13610 74.45091
C -79.88047 20.08950 72.79011
C -79.42784 18.77657 73.20195
N -78.97495 17.74273 73.42448
H -80.94924 20.10332 72.94777
H -79.20021 20.88941 73.26870
H -79.84987 20.15487 71.80487
C -78.39092 10.53673 74.47256
C -78.92451 11.37703 75.47037
N -79.31851 12.10272 76.34631
H -78.04618 9.72301 74.80630
H -78.99082 10.35219 73.54499
H -77.41184 10.85237 73.97873
C -86.84383 12.69549 73.32216
C -87.90934 13.33431 74.17905
O -88.95044 13.52386 73.27224
H -85.92003 12.56876 73.75781
H -86.58094 13.38877 72.58731
H -87.23226 11.77201 72.92157
H -87.35817 14.25336 74.62811
H -88.28645 12.73410 75.07840
H -89.50307 14.13361 73.91119
C -82.31312 9.92509 74.81250
C -83.66611 9.92197 75.74794
O -84.38270 8.77385 75.39345
H -81.80733 8.87600 74.91461
H -81.60200 10.81014 75.09282
H -82.57136 10.03650 73.73264
H -84.28110 10.77507 75.48425
H -83.52352 10.14405 76.82347
H -85.26724 8.84212 76.03686
C -83.49905 17.96347 71.88668
C -82.62631 17.06607 71.04060
O -82.19816 16.02542 71.91262
H -82.96173 18.63921 72.54627
H -84.10102 17.09307 72.24880
H -84.36137 18.51395 71.32740
H -81.74865 17.57761 71.01208
H -83.30126 16.64411 70.31823
H -82.76088 15.30892 71.77791

Atoms 1-2, force components in eV/Å:
-0.77 1.22 -2.03
-3.58 0.61 1.52

Properties
calculated total energy = -55227.9458 eV
charge = +1

Mulliken atomic charge list, values in e, 6 entries: atom 1 (C): -0.52, atom 2 (C): 0.02, atom 3 (C): -1.19, atom 4 (N): 1.58, atom 5 (C): -1.37, atom 6 (C): 1.06